[1]
A structure of composition C27H52OP2Ru in a non-equilibrium geometry, computed with ωB97M-V with the def2-TZVPD basis set.

Atoms and positions in Å:
Ru  0.25  -0.13  -0.02
C  2.59  0.23  -0.62
C  2.39  1.62  -0.37
C  1.66  0.48  1.51
C  2.25  -0.51  0.58
C  1.87  1.79  0.93
C  3.25  -0.34  -1.82
H  2.86  0.11  -2.75
H  3.10  -1.43  -1.88
H  4.34  -0.17  -1.82
C  2.87  -1.79  1.02
H  3.31  -2.32  0.17
H  2.09  -2.40  1.48
H  3.66  -1.62  1.76
C  1.47  0.19  2.96
H  2.44  0.18  3.48
H  1.02  -0.79  3.07
H  0.85  0.95  3.44
C  1.67  3.08  1.62
H  2.62  3.64  1.64
H  1.33  2.95  2.65
H  0.94  3.71  1.09
C  2.76  2.69  -1.33
H  3.83  2.96  -1.27
H  2.20  3.61  -1.12
H  2.56  2.38  -2.36
C  -1.44  0.87  -2.17
C  -0.23  1.27  -2.60
C  -0.02  2.52  -3.40
C  -0.07  3.86  -2.61
C  -0.55  3.77  -1.19
C  -1.81  3.44  -0.88
C  -2.86  3.03  -1.87
C  -2.70  1.63  -2.51
H  -0.77  2.59  -4.20
H  -0.70  4.56  -3.18
H  0.96  2.45  -3.89
H  -2.78  1.76  -3.60
H  -1.57  -0.08  -1.62
H  0.67  0.66  -2.42
H  -3.57  1.02  -2.24
H  -3.83  3.06  -1.35
H  -2.21  3.70  0.11
H  -2.92  3.77  -2.69
H  0.95  4.28  -2.60
H  0.12  4.20  -0.45
P  -0.04  -2.12  -1.28
C  1.04  -3.56  -1.03
H  0.66  -4.41  -1.61
H  1.03  -3.82  0.04
H  2.07  -3.34  -1.34
C  -1.74  -2.77  -1.05
H  -1.79  -3.80  -1.42
H  -2.47  -2.16  -1.60
H  -1.97  -2.75  0.02
C  0.14  -1.91  -3.10
H  -0.51  -1.11  -3.46
H  -0.11  -2.85  -3.60
H  1.18  -1.65  -3.32
P  -1.64  0.27  1.36
C  -1.53  1.95  2.04
H  -2.53  2.33  2.29
H  -1.06  2.62  1.31
H  -0.91  1.95  2.95
C  -3.22  0.17  0.45
H  -3.24  0.93  -0.33
H  -4.07  0.33  1.12
H  -3.31  -0.82  -0.02
C  -2.01  -0.70  2.87
H  -2.80  -0.21  3.46
H  -1.10  -0.78  3.47
H  -2.33  -1.70  2.58
C  0.74  -3.37  3.73
C  -0.03  -3.63  2.44
C  -1.38  -4.31  2.63
O  -0.15  -2.48  1.69
H  0.20  -2.65  4.35
H  1.73  -2.97  3.50
H  0.86  -4.30  4.30
H  0.60  -4.35  1.85
H  -2.01  -3.71  3.30
H  -1.89  -4.42  1.68
H  -1.26  -5.29  3.09

Values from the calculation:
E_LUMO (spin up / spin down) (Ha): -0.23939 / -0.29283
HOMO (spin up / spin down) (eV): -13.14 / -14.34
Charge: +2
<S²>: 6.042
Spin multiplicity: 5

=====

[2]
An isolated molecule of C4H9NO2 in a non-equilibrium geometry, computed with ωB97M-V with the def2-TZVPD basis set.

Atoms and positions in Å:
N  1.58  0.58  1.18
C  1.17  -0.72  1.26
O  1.47  -1.44  2.20
C  0.38  -1.25  0.04
C  -1.01  -0.71  -0.34
C  -1.07  0.81  -0.39
O  0.04  1.25  -1.19
H  2.21  0.92  1.89
H  1.45  1.10  0.32
H  1.00  -1.01  -0.83
H  0.34  -2.32  0.18
H  -1.25  -1.10  -1.50
H  -1.91  -1.35  -0.48
H  -2.01  1.08  -0.85
H  -1.00  1.32  0.59
H  -0.14  2.15  -1.50

Values from the calculation:
Relative energy (zero: lowest compared OMol25 entry of this formula, charge and spin) (kcal per mole): 56.4
E_LUMO (Ha): 0.02130
HOMO (eV): -9.36
Charge: 0
SMILES: NC(=O)CCCO
Spin multiplicity: 1

=====

[3]
An isolated molecule of C12H15N in a non-equilibrium geometry, computed with ωB97M-V with the def2-TZVPD basis set.

Atoms and positions in Å:
C  2.49  1.23  1.71
C  1.58  1.11  0.85
C  0.82  0.85  -0.13
C  0.60  1.50  -1.49
C  1.50  1.10  -2.45
C  2.31  -0.03  -2.29
N  2.01  -1.01  -1.54
C  0.83  -1.26  -0.95
C  0.05  -0.41  -0.25
C  -1.23  -0.59  0.50
C  -2.27  -1.53  -0.08
C  -1.92  0.78  0.59
C  -0.99  -0.95  1.98
H  3.53  0.84  1.56
H  2.27  1.67  2.78
H  -0.14  2.14  -1.83
H  1.49  1.68  -3.33
H  3.33  0.03  -2.62
H  0.59  -2.33  -1.17
H  -3.24  -1.41  0.48
H  -2.65  -1.17  -1.04
H  -2.02  -2.65  -0.07
H  -2.15  1.17  -0.49
H  -1.36  1.54  1.30
H  -2.85  0.66  1.12
H  -1.98  -0.78  2.56
H  -0.13  -0.25  2.32
H  -0.48  -1.93  1.95

Values from the calculation:
Relative energy (zero: lowest compared OMol25 entry of this formula, charge and spin) (kcal per mole): 134.9
E_LUMO (Ha): 0.02228
HOMO (eV): -8.49
Charge: 0
SMILES: C=C=C1C=CC=NC=C1C(C)(C)C
Spin multiplicity: 1

=====

[4]
An isolated molecule of C5H9FN2 in a non-equilibrium geometry, computed with ωB97M-V with the def2-TZVPD basis set.

Atoms and positions in Å:
N  -2.40  -0.71  -0.25
C  -1.11  -0.14  -0.27
C  -0.75  1.15  0.49
N  0.44  1.72  -0.13
C  1.42  0.72  -0.53
C  1.18  -0.53  0.50
F  1.43  -1.65  -0.26
C  -0.18  -0.27  0.89
H  -3.07  -0.26  -0.96
H  -2.23  -1.72  -0.58
H  -0.58  -0.12  -1.27
H  -1.58  1.68  1.04
H  0.15  2.30  -0.98
H  1.20  0.06  -1.50
H  2.38  1.49  -0.48
H  1.70  -0.41  1.46
H  -0.44  -0.75  1.75

Values from the calculation:
Relative energy (zero: lowest compared OMol25 entry of this formula, charge and spin) (kcal per mole): 73.4
E_LUMO (Ha): 0.03382
HOMO (eV): -8.46
Charge: 0
SMILES: N[C@H]1[C@@H]2NC[C@H](F)[C@H]12
Spin multiplicity: 1

=====

[5]
An isolated molecule of C3H5N3 in a non-equilibrium geometry, computed with ωB97M-V with the def2-TZVPD basis set.

Atoms and positions in Å:
N  -1.93  -0.30  -0.19
C  -0.53  -0.02  -0.23
C  -0.03  1.30  -0.03
N  1.28  1.29  0.09
N  1.62  0.00  0.00
C  0.57  -0.84  -0.14
H  -1.54  -0.16  0.86
H  -2.11  -1.30  -0.37
H  -0.60  2.22  0.05
H  2.59  -0.25  0.11
H  0.68  -1.92  -0.16

Values from the calculation:
Relative energy (zero: lowest compared OMol25 entry of this formula, charge and spin) (kcal per mole): 52.9
E_LUMO (Ha): 0.03355
HOMO (eV): -8.55
Charge: 0
SMILES: Nc1cn[nH]c1
Spin multiplicity: 1

=====

[6]
A structure of composition C31H38F6N4OP2Pd in a non-equilibrium geometry, computed with ωB97M-V with the def2-TZVPD basis set.

Atoms and positions in Å:
Pd  0.45  0.86  0.54
C  -1.34  1.58  -4.05
C  -1.45  0.25  -4.01
C  -0.51  -0.82  -4.48
C  0.94  -0.39  -4.73
C  1.60  0.33  -3.57
C  1.20  1.43  -2.88
C  0.78  2.70  -3.51
C  -0.24  2.41  -4.63
C  1.47  1.04  2.45
H  -2.22  2.18  -3.75
H  -2.46  -0.17  -3.85
H  -0.90  -1.31  -5.39
H  -0.50  -1.62  -3.74
H  1.52  -1.32  -4.91
H  1.00  0.14  -5.69
H  2.61  -0.09  -3.38
H  1.29  1.44  -1.79
H  1.63  3.27  -3.93
H  0.29  3.31  -2.73
H  -0.65  3.36  -5.01
H  0.28  1.92  -5.47
H  0.88  1.79  3.01
H  2.51  1.39  2.32
H  1.45  0.08  2.99
P  2.08  -0.54  -0.13
P  -1.28  -0.62  0.23
N  3.32  0.58  -0.64
N  3.10  -1.67  0.68
N  -2.51  0.58  -0.22
N  -2.39  -1.66  1.06
C  1.06  -1.50  -1.27
C  -0.46  -1.75  -0.95
C  3.36  1.93  -0.24
C  4.39  2.56  -0.91
C  5.03  1.57  -1.73
C  4.36  0.37  -1.55
C  3.80  -1.44  1.87
C  4.44  -2.61  2.24
C  4.12  -3.61  1.26
C  3.35  -2.99  0.29
C  -2.61  1.75  0.56
C  -3.33  2.68  -0.16
C  -3.70  2.09  -1.40
C  -3.20  0.80  -1.40
C  -3.68  -2.03  0.65
C  -4.19  -2.93  1.57
C  -3.19  -3.15  2.57
C  -2.09  -2.37  2.22
H  1.55  -2.46  -1.45
H  1.14  -0.96  -2.23
H  -1.04  -1.73  -1.88
H  -0.55  -2.75  -0.50
H  2.65  2.31  0.49
H  4.66  3.59  -0.81
H  5.87  1.74  -2.38
H  4.53  -0.61  -1.96
H  3.75  -0.47  2.35
H  5.06  -2.75  3.10
H  4.40  -4.65  1.25
H  2.96  -3.37  -0.64
H  -2.16  1.79  1.54
H  -3.57  3.69  0.17
H  -4.25  2.57  -2.21
H  -3.30  0.01  -2.13
H  -4.12  -1.60  -0.24
H  -5.17  -3.40  1.53
H  -3.26  -3.78  3.44
H  -1.13  -2.24  2.70
C  -3.23  -0.21  4.36
C  -1.78  0.28  4.19
O  -1.25  0.15  2.99
C  -1.86  1.85  4.56
F  -2.46  2.08  5.76
F  -0.65  2.47  4.59
F  -2.62  2.48  3.62
C  -0.91  -0.50  5.29
F  -1.59  -0.66  6.47
F  -0.64  -1.77  4.84
F  0.28  0.09  5.58
H  -3.84  0.16  3.54
H  -3.64  0.14  5.31
H  -3.26  -1.30  4.35

Values from the calculation:
Relative energy (zero: lowest compared OMol25 entry of this formula, charge and spin) (kcal per mole): 50.3
E_LUMO (spin up / spin down) (Ha): -0.03222 / -0.06816
HOMO (spin up / spin down) (eV): -7.30 / -7.39
Charge: 0
<S²>: 2.008
Spin multiplicity: 3